# CH4N2O3

A cluster of 2 separate species, CH4N2O3 in total (ωB97M-V with the def2-TZVPD basis set, the Open Molecules 2025 dataset).

Last column: natural (NBO) charge in e.
Element x y z (Å)
C: 0.66 -0.81 0.41  0.657
N: 2.88 -0.11 -0.35  0.397
N: -0.68 0.95 -0.45  -1.184
O: 3.69 0.71 -0.16  -0.145
O: 0.55 -1.75 -0.48  -0.624
O: 1.62 -0.04 0.75  -0.449
H: 0.04 -0.77 1.27  0.202
H: -0.06 1.75 -0.45  0.312
H: -1.58 1.25 -0.10  0.329
H: 0.99 -1.47 -1.30  0.506

Properties
LUMO level (spin up / spin down), eV: -2.0 / -2.0
Orbital gap (spin up / spin down), Eh: 0.1894 / 0.1894
2S+1: 1
Energy relative to the best compared isomer or geometry (same formula, charge and spin), kcal/mol: 107.9



# C5H4OS

The molecule C5H4OS (ωB97M-V with the def2-TZVPD basis set, the Open Molecules 2025 dataset).

Last column: natural (NBO) charge in e.
Element x y z (Å)
C: -0.90 0.77 -2.17  -0.335
C: -0.38 0.32 -1.06  -0.316
C: 1.00 -0.10 -1.02  -0.110
C: 1.35 -0.76 0.04  -0.315
C: 0.50 -0.41 1.12  0.416
O: 0.77 -0.52 2.29  -0.527
S: -1.07 0.33 0.46  0.284
H: -0.13 0.83 -3.02  0.212
H: -2.17 0.72 -2.42  0.231
H: 1.57 -0.35 -1.98  0.227
H: 2.22 -1.12 0.33  0.233

Properties
LUMO level, eV: -0.4
Orbital gap, Eh: 0.3172
2S+1: 1
Structure (SMILES): C=C1C=CC(=O)S1
Energy relative to the best compared isomer or geometry (same formula, charge and spin), kcal/mol: 46.0



# C37H36CsI2N11O4Se2

A structure of composition C37H36CsI2N11O4Se2 (ωB97M-V with the def2-TZVPD basis set, the Open Molecules 2025 dataset).

Last column: Mulliken charge in e.
Element x y z (Å)
Cs: 0.22 0.28 0.45  1.022
C: 4.04 1.22 -3.68  -0.708
O: 4.30 1.98 -2.48  -0.462
C: 3.23 1.77 -1.66  -0.230
N: 2.30 1.02 -2.08  0.111
C: 2.66 0.57 -3.43  -0.216
C: 2.65 -0.94 -3.53  0.347
C: 1.73 -1.58 -4.36  -0.411
C: 1.72 -2.97 -4.45  -0.501
C: 2.63 -3.72 -3.72  -0.653
C: 3.55 -3.08 -2.90  -0.820
C: 3.55 -1.70 -2.80  -0.109
C: 3.31 2.50 -0.37  0.473
C: 4.52 3.10 0.00  -0.748
C: 4.56 3.78 1.20  -0.665
C: 3.44 3.84 2.00  -0.798
C: 2.27 3.22 1.54  0.342
N: 2.22 2.60 0.37  0.255
C: 1.04 3.30 2.36  -0.047
N: -0.16 3.08 2.00  0.041
C: -1.01 3.45 3.15  -0.374
C: 0.00 3.64 4.30  -0.621
O: 1.28 3.70 3.64  -0.448
C: -2.10 2.47 3.49  -0.009
C: -3.38 2.94 3.78  -0.556
C: -4.38 2.07 4.18  -0.699
C: -4.11 0.71 4.27  -0.640
C: -2.85 0.23 3.96  -0.616
C: -1.84 1.11 3.57  -0.133
H: 4.83 0.48 -3.79  0.395
H: 4.05 1.90 -4.52  0.311
H: 1.91 0.97 -4.12  0.648
H: 1.02 -0.99 -4.92  0.325
H: 1.00 -3.46 -5.09  0.398
H: 2.62 -4.80 -3.79  0.420
H: 4.25 -3.66 -2.32  0.394
H: 4.25 -1.20 -2.14  0.446
H: 5.38 3.03 -0.64  0.553
H: 5.48 4.26 1.52  0.434
H: 3.45 4.35 2.95  0.570
H: -1.48 4.41 2.89  0.624
H: 0.00 2.78 4.97  0.423
H: -0.14 4.56 4.86  0.279
H: -3.59 4.00 3.70  0.375
H: -5.37 2.45 4.40  0.394
H: -4.90 0.03 4.57  0.404
H: -2.64 -0.83 3.97  0.456
H: -0.86 0.71 3.33  0.954
N: 1.21 -2.66 5.05  -0.717
C: 0.29 -2.87 3.94  -0.704
C: 0.11 -1.70 2.97  0.560
O: -0.87 -1.78 2.19  -0.605
O: 0.98 -0.78 3.01  -0.806
H: 0.77 -2.03 5.72  0.323
H: 1.99 -2.14 4.69  0.281
H: -0.69 -3.17 4.31  0.375
H: 0.65 -3.71 3.33  0.139
Se: -1.30 -2.92 -0.71  0.472
Se: -1.38 -3.93 -2.82  -0.131
C: -1.96 -2.40 -3.82  0.504
C: -1.63 -2.29 -5.17  -0.582
C: -2.12 -1.20 -5.87  -0.366
C: -2.91 -0.27 -5.22  -0.493
C: -3.18 -0.48 -3.87  -0.605
N: -2.72 -1.52 -3.19  -0.307
C: 0.45 -3.56 -0.25  -0.538
C: 0.64 -4.92 -0.07  -0.403
C: 1.89 -5.37 0.31  -0.568
C: 2.90 -4.44 0.52  -0.644
C: 2.61 -3.11 0.31  -0.719
N: 1.42 -2.66 -0.09  0.805
H: -1.00 -3.03 -5.64  0.392
H: -1.88 -1.09 -6.92  0.431
H: -3.30 0.59 -5.73  0.421
H: -3.78 0.22 -3.31  0.550
H: -0.19 -5.61 -0.20  0.549
H: 2.07 -6.43 0.46  0.450
H: 3.88 -4.74 0.84  0.521
H: 3.37 -2.35 0.46  0.415
I: -1.32 2.33 -2.84  0.167
C: -1.61 3.62 -1.18  -0.230
I: -0.17 5.17 -1.03  -0.022
H: -1.59 3.01 -0.28  -0.414
H: -2.58 4.08 -1.30  0.564
N: -6.44 1.39 1.18  -0.724
N: -5.15 1.00 0.83  1.382
N: -4.68 -0.20 1.09  -0.788
C: -3.43 -0.07 0.67  -0.618
N: -3.19 1.14 0.15  0.422
N: -4.31 1.82 0.29  -0.754
H: -6.91 0.54 1.48  0.300
H: -6.88 1.75 0.35  0.260
H: -2.69 -0.86 0.77  0.526

Properties
LUMO level, eV: 0.0
Orbital gap, Eh: 0.2860
2S+1: 1
Energy relative to the best compared isomer or geometry (same formula, charge and spin), kcal/mol: 22.1



# C19H37BF3NO3

A cluster of 2 separate species, C19H37BF3NO3 in total (ωB97M-V with the def2-TZVPD basis set, the Open Molecules 2025 dataset).

Last column: natural (NBO) charge in e.
Element x y z (Å)
C: 6.47 -1.90 2.23  -0.608
C: 6.02 -1.59 0.79  -0.400
C: 5.82 -0.09 0.53  -0.391
C: 4.75 0.23 -0.52  -0.394
C: 4.22 1.67 -0.40  -0.388
C: 2.94 1.74 0.45  -0.400
C: 2.65 3.16 0.93  -0.402
C: 1.16 3.52 1.13  -0.387
C: 0.25 2.39 1.60  -0.401
C: 0.65 1.82 2.96  -0.408
C: -0.45 1.05 3.73  -0.377
C: -1.57 0.50 2.84  -0.782
B: -1.12 -0.66 1.89  0.713
N: -1.85 -1.04 0.72  -0.719
C: -2.53 0.04 -0.04  -0.408
C: -1.04 -1.85 -0.13  0.736
C: -0.96 -3.30 0.27  -0.714
O: -0.51 -1.41 -1.12  -0.571
H: 7.24 -2.68 2.24  0.207
H: 5.65 -2.26 2.84  0.206
H: 6.89 -1.02 2.71  0.202
H: 5.08 -2.12 0.58  0.195
H: 6.75 -1.98 0.09  0.197
H: 5.58 0.42 1.47  0.190
H: 6.77 0.32 0.17  0.199
H: 5.13 0.04 -1.52  0.202
H: 3.91 -0.46 -0.37  0.194
H: 4.98 2.31 0.05  0.193
H: 3.99 2.05 -1.40  0.200
H: 3.08 1.08 1.31  0.194
H: 2.11 1.34 -0.15  0.201
H: 3.07 3.85 0.19  0.202
H: 3.21 3.35 1.85  0.199
H: 1.09 4.32 1.87  0.198
H: 0.77 3.94 0.20  0.200
H: 0.23 1.60 0.85  0.195
H: -0.77 2.78 1.65  0.201
H: 0.99 2.66 3.59  0.201
H: 1.51 1.17 2.83  0.202
H: 0.03 0.19 4.20  0.201
H: -0.85 1.65 4.54  0.199
H: -2.34 0.04 3.49  0.253
H: -2.10 1.30 2.32  0.223
H: -0.14 -1.30 2.16  -0.081
H: -2.87 -0.36 -0.99  0.213
H: -1.88 0.89 -0.23  0.197
H: -3.41 0.35 0.52  0.208
H: -0.02 -3.73 -0.06  0.235
H: -1.06 -3.41 1.35  0.232
H: -1.79 -3.83 -0.20  0.243
C: -4.23 -1.48 -4.84  -0.640
C: -5.19 -0.33 -4.64  -0.077
O: -6.55 -0.81 -4.44  -0.477
C: -6.84 -1.22 -3.22  0.695
O: -6.12 -1.25 -2.27  -0.548
C: -8.33 -1.66 -3.16  0.898
F: -8.66 -2.42 -4.21  -0.308
F: -9.11 -0.57 -3.16  -0.311
F: -8.56 -2.34 -2.05  -0.299
H: -4.56 -2.11 -5.68  0.217
H: -3.24 -1.09 -5.06  0.227
H: -4.17 -2.10 -3.95  0.225
H: -5.26 0.30 -5.52  0.198
H: -4.91 0.28 -3.79  0.199

Properties
LUMO level, eV: 0.6
Orbital gap, Eh: 0.3871
2S+1: 1
Structure (SMILES): CCCCCCCCCCCCBN(C)C(C)=O.CCOC(=O)C(F)(F)F